1.
Computed, not measured: a 2-piece molecular cluster, C25H42BBrF4O12PS overall at a distorted geometry, with ωB97M-V/def2-TZVPD.

CARTESIAN COORDINATES (ANGSTROEM)
C: 5.318 0.314 2.633
C: 4.722 0.663 1.222
C: 3.933 1.987 1.376
C: 3.050 2.298 0.150
O: 2.191 1.183 -0.036
C: 1.145 1.302 -1.011
O: 1.399 2.387 -1.834
O: 1.030 0.084 -1.643
C: 1.951 -0.369 -2.587
C: 1.269 -1.637 -3.175
O: 2.160 0.469 -3.719
C: 3.343 -0.867 -2.075
C: 4.546 -0.424 -2.944
C: 4.967 1.003 -2.704
F: 6.191 1.257 -3.340
C: -0.262 1.498 -0.302
C: -0.253 2.625 0.754
B: 0.311 2.361 2.213
O: 1.369 3.175 2.666
O: -0.161 1.455 3.122
O: -0.608 0.209 0.123
C: -1.820 -0.007 0.827
C: -3.026 -0.453 -0.035
C: -4.321 -0.062 0.726
C: -4.863 1.315 0.414
O: -3.944 2.346 0.829
C: -1.515 -1.230 1.788
C: -0.604 -2.262 1.147
C: -1.135 -3.287 0.397
C: -0.367 -4.232 -0.234
C: 1.003 -4.191 -0.121
C: 1.549 -3.198 0.654
C: 0.780 -2.249 1.279
C: 1.500 -1.213 2.118
P: -1.601 2.125 -1.551
O: -1.340 3.783 -1.642
Br: -1.176 1.410 -3.630
H: 5.085 1.123 3.336
H: 6.411 0.268 2.612
H: 4.878 -0.589 3.060
H: 4.049 -0.160 0.982
H: 5.574 0.763 0.548
H: 4.679 2.788 1.424
H: 3.345 1.882 2.286
H: 3.739 2.470 -0.681
H: 2.504 3.211 0.415
H: 0.994 3.195 -1.501
H: 1.019 -2.332 -2.369
H: 1.983 -2.117 -3.853
H: 0.362 -1.358 -3.720
H: 2.062 -0.047 -4.522
H: 3.381 -1.959 -2.105
H: 3.587 -0.586 -1.049
H: 5.381 -1.052 -2.598
H: 4.415 -0.674 -4.000
H: 5.125 1.160 -1.632
H: 4.231 1.740 -3.040
H: -1.312 2.927 0.885
H: 0.231 3.528 0.374
H: 0.978 3.960 3.069
H: -1.123 1.383 3.060
H: -2.160 0.803 1.479
H: -2.987 -0.073 -1.059
H: -3.058 -1.540 -0.115
H: -4.081 -0.110 1.799
H: -5.111 -0.792 0.561
H: -5.772 1.438 1.019
H: -5.197 1.424 -0.623
H: -4.425 3.091 1.196
H: -1.177 -0.919 2.780
H: -2.464 -1.753 1.944
H: -2.214 -3.366 0.294
H: -0.868 -4.991 -0.828
H: 1.598 -4.952 -0.616
H: 2.633 -3.201 0.749
H: 1.131 -1.248 3.147
H: 2.566 -1.467 2.132
H: 1.412 -0.213 1.700
H: -0.947 3.964 -2.511
C: -9.013 -1.711 1.088
F: -8.517 -1.063 2.161
F: -9.628 -2.813 1.552
F: -9.970 -0.922 0.567
S: -7.700 -2.116 -0.143
O: -6.778 -2.951 0.599
O: -7.168 -0.818 -0.512
O: -8.415 -2.794 -1.198

Results
* gap between HOMO and LUMO: 7.76 eV
* HOMO energy: -6.1 eV
* F_max: 3.27 eV Å⁻¹
* net charge: -1

2.
Computed, not measured: C25H42Cl2O2P2Sm as an isolated structure at a distorted geometry, with ωB97M-V/def2-TZVPD.

CARTESIAN COORDINATES (ANGSTROEM)
Sm: -0.928 0.444 -0.195
C: 2.053 -2.636 -0.360
C: 1.967 -1.935 0.874
C: 0.541 -3.737 0.974
C: 1.150 -3.729 -0.306
C: 1.038 -2.625 1.702
C: 2.906 -2.328 -1.523
H: 3.550 -1.466 -1.328
H: 2.295 -2.122 -2.416
H: 3.558 -3.181 -1.771
C: 0.844 -4.676 -1.388
H: 1.568 -4.571 -2.201
H: -0.164 -4.492 -1.790
H: 0.874 -5.712 -1.026
C: -0.456 -4.710 1.449
H: -0.188 -5.724 1.129
H: -1.455 -4.489 1.046
H: -0.517 -4.703 2.544
C: 0.697 -2.275 3.095
H: 1.413 -2.725 3.802
H: -0.302 -2.649 3.346
H: 0.702 -1.187 3.256
C: 2.736 -0.732 1.245
H: 3.658 -0.997 1.788
H: 2.148 -0.079 1.903
H: 3.027 -0.152 0.358
C: -1.138 2.145 -2.012
C: 0.070 3.100 -2.398
C: 0.752 4.012 -1.353
C: 0.714 3.700 0.146
C: 0.575 2.210 0.599
C: -0.720 2.064 1.471
C: -2.060 2.370 0.736
C: -2.060 2.661 -0.814
H: 0.306 5.009 -1.481
H: -0.062 4.284 0.652
H: 1.801 4.153 -1.651
H: -1.945 3.742 -0.890
H: -1.878 2.250 -2.832
H: -0.236 3.758 -3.237
H: -3.086 2.440 -1.144
H: -2.853 1.629 1.001
H: -0.582 2.862 2.209
H: -2.414 3.301 1.186
H: 1.659 4.048 0.571
H: 1.412 1.993 1.272
P: 0.930 1.727 -3.281
C: 0.723 1.233 -4.997
C: 2.508 1.170 -2.620
P: -0.980 0.954 3.282
C: -0.359 0.856 -2.338
C: -0.105 1.943 4.546
C: -2.673 1.443 3.759
H: 0.141 0.306 -5.005
H: 1.690 1.038 -5.481
H: 0.192 1.992 -5.582
H: 2.738 1.537 -1.603
H: 3.329 1.505 -3.283
H: 2.535 0.062 -2.594
H: -3.049 2.315 3.215
H: -2.682 1.655 4.834
H: -3.308 0.574 3.562
H: -0.949 0.088 -2.864
H: 0.815 1.588 -0.310
H: 0.390 1.195 5.174
H: -0.819 2.512 5.152
H: 0.627 2.608 4.080
Cl: -2.965 -4.201 -1.531
C: -3.685 -2.814 -0.693
Cl: -4.452 -3.249 0.833
C: -2.648 -1.720 -0.441
O: -1.486 -1.821 -0.947
O: -3.012 -0.695 0.258
H: -4.414 -2.345 -1.364

Results
* <S²>: 8.811
* 2S+1: 6
* gap between HOMO and LUMO (alpha / beta): 3.65 / 4.05 eV
* HOMO energy (alpha / beta): -7.2 / -7.4 eV
* F_max: 7.54 eV Å⁻¹
* net charge: +1